Record 1
{
  "formula": "C14H42N14O28",
  "method": "the ωB97M-V functional and the def2-TZVPD basis",
  "symbols": ["C", "N", "O", "O", "H", "H", "H", "C", "N", "O", "O", "H", "H", "H", "C", "N", "O", "O", "H", "H", "H", "C", "N", "O", "O", "H", "H", "H", "C", "N", "O", "O", "H", "H", "H", "C", "N", "O", "O", "H", "H", "H", "C", "N", "O", "O", "H", "H", "H", "C", "N", "O", "O", "H", "H", "H", "C", "N", "O", "O", "H", "H", "H", "C", "N", "O", "O", "H", "H", "H", "C", "N", "O", "O", "H", "H", "H", "C", "N", "O", "O", "H", "H", "H", "C", "N", "O", "O", "H", "H", "H", "C", "N", "O", "O", "H", "H", "H"],
  "coordinates": [[7.84157, -14.38451, -14.20090], [6.89380, -13.20218, -14.03307], [6.99426, -12.35402, -14.82902], [6.22490, -13.16688, -13.00458], [7.57681, -14.92213, -15.11137], [7.79032, -14.98677, -13.29384], [8.88345, -14.11283, -14.37053], [5.71637, -14.10785, -6.41081], [4.44757, -14.00724, -5.56364], [4.39760, -12.97316, -4.90805], [3.60040, -14.92550, -5.61737], [6.09277, -15.12250, -6.28073], [6.47620, -13.39646, -6.08727], [5.35952, -13.91643, -7.42280], [10.57916, -12.43911, -8.19590], [9.22447, -12.17524, -7.62553], [8.44514, -13.08272, -7.56838], [9.01007, -11.03414, -7.15795], [10.85964, -11.45478, -8.57076], [10.42624, -13.18855, -8.97247], [11.34664, -12.76422, -7.49350], [3.50107, -17.29686, -12.27900], [4.00640, -16.03445, -11.81602], [3.16231, -15.12099, -11.85255], [5.16402, -15.97033, -11.38825], [2.48366, -17.29892, -12.67013], [3.55264, -17.90058, -11.37293], [4.19901, -17.59784, -13.06027], [3.75024, -12.02438, -14.41372], [2.33130, -12.59242, -14.22665], [1.86202, -13.16988, -15.15438], [1.69524, -12.29780, -13.22486], [3.69943, -11.23145, -15.15990], [4.42708, -12.84823, -14.64015], [3.93241, -11.63410, -13.41242], [4.94033, -12.72831, -10.14846], [5.80192, -11.64456, -9.64223], [6.11467, -11.60091, -8.47887], [6.11484, -10.69766, -10.39985], [5.47620, -13.67401, -10.06719], [4.75904, -12.41242, -11.17581], [3.99913, -12.81641, -9.60580], [7.97957, -16.03768, -9.70665], [9.40388, -15.94552, -9.92205], [10.11061, -16.09337, -8.95987], [9.82699, -15.67255, -11.01048], [7.41059, -15.18812, -10.08430], [7.77965, -16.38939, -8.69451], [7.52277, -16.86382, -10.25155], [1.20235, -9.77497, -11.67742], [2.37172, -10.40152, -10.99868], [3.49743, -9.99890, -11.23747], [2.14752, -11.37897, -10.30576], [0.81797, -9.14673, -10.87388], [0.42040, -10.47048, -11.98223], [1.61392, -9.08468, -12.41377], [2.29508, -16.84402, -7.48387], [3.62500, -16.41807, -8.01661], [4.59015, -17.16796, -7.67010], [3.69451, -15.39130, -8.66028], [1.90088, -17.63560, -8.12113], [1.64876, -15.96662, -7.50720], [2.35628, -17.13733, -6.43586], [6.40263, -9.18537, -13.59823], [6.95310, -8.07487, -14.40730], [7.74999, -7.27160, -13.86270], [6.77881, -8.22544, -15.61427], [6.37728, -8.92123, -12.54103], [7.18813, -9.93992, -13.64011], [5.43271, -9.59341, -13.88259], [5.55143, -7.78798, -9.84313], [4.32286, -7.14891, -10.48495], [3.21123, -7.30901, -9.93280], [4.55385, -6.38951, -11.46421], [6.27899, -7.99290, -10.62847], [5.28328, -8.70007, -9.30994], [6.01529, -7.01073, -9.23581], [2.23591, -10.60458, -5.52613], [2.79649, -10.87156, -6.93040], [2.67625, -12.03436, -7.32582], [3.36930, -9.92589, -7.55364], [1.40813, -9.89776, -5.46881], [3.06535, -10.19751, -4.94785], [2.01747, -11.58566, -5.10439], [6.21119, -9.44565, -6.35626], [6.75976, -8.28366, -5.66681], [6.65270, -7.18832, -6.23443], [7.26599, -8.46530, -4.59434], [5.58999, -9.79830, -5.53294], [6.99819, -10.16813, -6.57252], [5.67116, -9.04265, -7.21302], [8.89106, -9.10973, -9.57238], [9.28792, -7.70793, -9.96906], [10.19653, -7.51464, -10.76305], [8.82522, -6.81324, -9.28213], [9.76815, -9.61940, -9.17356], [8.52844, -9.68958, -10.42112], [8.11349, -9.04442, -8.81131]],
  "spin_multiplicity": 2,
  "e_above_lowest_kcal_mol": 0.9,
  "s2": 0.761,
  "e_lumo_ev": [-5.2, -9.9],
  "charge": 1
}

=====

Record 2
{
  "formula": "C14H42NO10",
  "method": "the ωB97M-V functional and the def2-TZVPD basis",
  "symbols": ["N", "O", "O", "O", "C", "C", "O", "H", "H", "H", "H", "H", "H", "C", "C", "O", "H", "H", "H", "H", "H", "H", "C", "C", "O", "H", "H", "H", "H", "H", "H", "C", "C", "O", "H", "H", "H", "H", "H", "H", "C", "C", "O", "H", "H", "H", "H", "H", "H", "C", "C", "O", "H", "H", "H", "H", "H", "H", "C", "C", "O", "H", "H", "H", "H", "H", "H"],
  "coordinates": [[0.18364, 0.13509, 0.22980], [-0.80364, 0.80679, 0.55883], [0.59532, -0.80206, 0.90802], [0.93196, 0.53229, -0.70494], [4.34298, 3.02152, -3.04714], [3.27257, 2.57950, -2.09427], [3.47697, 1.21299, -1.74260], [4.24275, 4.02373, -3.22672], [4.23856, 2.52067, -3.94042], [5.27648, 2.99927, -2.60894], [2.42724, 2.75335, -2.61226], [3.14393, 3.27480, -1.20836], [2.53643, 1.04242, -1.45579], [4.91599, -2.51424, 0.22287], [3.55664, -1.91673, 0.31669], [3.19464, -1.97383, 1.59841], [5.06399, -3.54702, 0.46357], [5.61589, -1.94454, 0.69074], [5.06683, -2.37034, -0.76612], [2.86902, -2.36542, -0.27566], [3.50515, -0.92615, -0.12269], [2.54888, -1.33892, 1.77385], [-5.11118, 0.82637, -1.57400], [-4.23923, 1.11704, -0.39033], [-3.56886, 0.01519, 0.17026], [-5.63805, -0.13322, -1.34131], [-4.59748, 0.45644, -2.57126], [-5.68578, 1.69016, -2.05822], [-4.58274, 1.66597, 0.30628], [-3.35375, 1.72615, -0.71114], [-2.50604, 0.08906, 0.39178], [-2.66516, 1.03800, 4.68079], [-2.22538, 0.32927, 3.49910], [-1.00328, 1.07367, 3.07455], [-3.55728, 0.65045, 5.16615], [-3.01996, 2.03267, 4.43549], [-1.79702, 1.41118, 5.58143], [-2.71150, 0.26166, 2.66521], [-1.75602, -0.74214, 3.80053], [-1.11184, 1.20878, 2.08779], [0.59788, -4.97489, 0.89834], [0.28253, -4.25634, 2.16836], [-0.60747, -3.10041, 1.89863], [-0.31693, -5.12303, 0.32432], [1.08515, -5.86465, 0.88583], [1.30480, -4.44997, 0.38401], [1.31628, -3.84338, 2.52795], [-0.25977, -4.76183, 2.88748], [-0.04074, -2.61337, 1.54363], [-2.22998, -2.94497, -3.01833], [-1.33191, -2.40871, -1.89622], [-0.35657, -1.57794, -2.43760], [-3.00766, -3.73143, -2.40114], [-1.52762, -3.50822, -3.54533], [-2.95212, -2.25078, -3.45910], [-0.96015, -3.16139, -1.28482], [-1.97816, -2.03447, -1.21782], [0.19495, -0.97431, -1.72439], [0.08530, 5.51545, -0.66376], [0.16836, 4.22217, 0.08078], [-0.92951, 3.34417, -0.42298], [0.94799, 6.20502, -0.50430], [-0.81395, 6.30808, -0.53368], [0.07473, 5.38830, -1.74338], [0.14922, 4.52347, 1.10496], [1.06683, 3.64973, -0.13946], [-1.03313, 2.50380, 0.11804]],
  "e_above_lowest_kcal_mol": 228.2,
  "e_lumo_ev": 3.0,
  "charge": -1
}

=====

Record 3
{
  "formula": "C14H42O10",
  "method": "the ωB97M-V functional and the def2-TZVPD basis",
  "symbols": ["O", "C", "C", "O", "H", "H", "H", "H", "H", "H", "O", "C", "C", "O", "H", "H", "H", "H", "H", "H", "O", "C", "C", "O", "H", "H", "H", "H", "H", "H", "C", "C", "O", "H", "H", "H", "H", "H", "H", "C", "C", "O", "H", "H", "H", "H", "H", "H", "C", "C", "O", "H", "H", "H", "H", "H", "H", "C", "C", "O", "H", "H", "H", "H", "H", "H"],
  "coordinates": [[-2.43065, 13.95539, 14.97280], [-1.56406, 13.01813, 14.34158], [-0.89938, 12.07442, 15.40694], [-1.91237, 11.11534, 15.65064], [-3.31374, 13.58879, 14.87864], [-2.11842, 12.46869, 13.60078], [-0.79182, 13.53982, 13.75459], [-0.56225, 12.66957, 16.26974], [-0.05751, 11.52117, 14.98176], [-1.64589, 10.55522, 16.37813], [-0.87285, 4.38789, 16.91003], [-0.12193, 5.32232, 16.08265], [1.32438, 5.08338, 15.96921], [1.43963, 3.89375, 15.17984], [-0.66631, 3.47551, 16.69389], [-0.52764, 5.37775, 15.06734], [-0.24737, 6.27911, 16.61981], [1.69529, 4.85598, 16.96520], [1.81019, 5.98867, 15.62378], [2.37421, 3.63295, 15.16590], [-0.01835, 6.56422, 11.07143], [-0.50403, 5.62888, 12.07390], [-0.18392, 4.16808, 11.73225], [-0.43882, 3.37860, 12.81865], [-0.31437, 6.25589, 10.19527], [0.09620, 5.92107, 12.95176], [-1.55815, 5.75827, 12.30200], [0.82891, 4.17970, 11.32826], [-0.81372, 3.79735, 10.90756], [0.15849, 3.58244, 13.55575], [0.47010, 11.31707, 10.70583], [1.26919, 9.99190, 10.65909], [2.31976, 10.02288, 11.66984], [1.06580, 12.20263, 10.47183], [-0.03183, 11.43359, 11.68273], [-0.20892, 11.23585, 9.84488], [1.70387, 9.98583, 9.66298], [0.66053, 9.12905, 10.86758], [2.65908, 10.93195, 11.73680], [-4.20155, 8.79814, 13.28561], [-5.30643, 9.40075, 12.45952], [-5.23869, 10.80411, 12.55096], [-3.22409, 8.93041, 12.80166], [-4.36960, 7.72076, 13.36167], [-4.15657, 9.19700, 14.31901], [-6.26577, 9.06063, 12.84518], [-5.16567, 9.02192, 11.44958], [-5.90290, 11.19251, 11.97415], [1.99755, 8.37631, 18.19859], [2.07032, 9.69511, 17.59913], [3.18388, 9.72280, 16.70824], [1.79679, 7.63809, 17.44226], [1.09590, 8.37223, 18.83127], [2.87480, 8.17051, 18.82347], [2.25049, 10.48952, 18.32642], [1.14860, 9.94555, 17.04503], [2.73236, 9.68928, 15.86420], [-0.62213, 8.67553, 13.83086], [0.72393, 8.54083, 14.44007], [1.52514, 9.73714, 14.26399], [-0.60850, 8.77761, 12.74553], [-1.08156, 9.60392, 14.21489], [-1.29471, 7.84216, 14.02299], [1.28311, 7.72264, 13.98393], [0.78810, 8.36396, 15.52530], [1.68024, 10.01921, 13.34529]],
  "e_above_lowest_kcal_mol": 0.0,
  "e_lumo_ev": 0.4,
  "smiles": "OCCO.OCCO.OCCO.CCO.CCO.CCO.CCO",
  "charge": 0
}